C15H14BrCaNS | ωB97M-V/def2-TZVPD

Atoms and positions in Å:
C (1.1631, -2.5748, 4.3076)
C (0.6166, -1.0442, 4.3013)
C (-0.7844, -1.0345, 3.5264)
Br (-1.7049, 0.6967, 4.0373)
C (-0.6451, -0.9537, 1.9229)
C (-1.7983, -1.4599, 0.9800)
C (-1.7125, -1.3545, -0.6169)
C (-0.4418, -0.7387, -1.2641)
C (0.7052, -0.2493, -0.2847)
C (0.6341, -0.3471, 1.2607)
S (2.1743, 0.5081, -1.1528)
C (1.3301, 1.4684, -2.5225)
C (1.7842, 2.8797, -2.9755)
C (0.9387, 3.5602, -4.1061)
C (-0.3007, 2.8564, -4.7617)
C (-0.7161, 1.4237, -4.2956)
C (0.0946, 0.7283, -3.1649)
N (-0.3051, -0.6306, -2.7253)
H (0.2677, -3.2734, 4.2187)
H (1.8982, -2.7006, 3.4317)
H (1.7424, -2.7034, 5.2966)
H (1.3925, -0.3104, 3.9045)
H (0.4398, -0.7504, 5.4056)
H (-1.4938, -1.8577, 3.8718)
H (-2.7298, -1.8924, 1.5088)
H (-2.5388, -1.7207, -1.3405)
H (1.5265, 0.0732, 1.8439)
H (2.6793, 3.3798, -2.4773)
H (1.1736, 4.6118, -4.4957)
H (-0.9291, 3.3485, -5.5818)
H (-1.5866, 0.8441, -4.7479)
H (0.5058, -1.2398, -2.9767)
Ca (-3.3797, 0.4573, -0.3278)

Output
Net charge: +2
Energy: -116564.3033 eV
Gap between HOMO and LUMO: 5.0 eV